# 1
Formula: H30O15
Source: the OMol25 dataset
Level of theory: ωB97M-V/def2-TZVPD

F_max	11.29	eV Å⁻¹
spin multiplicity	1
highest occupied orbital energy	-8.073	eV
HOMO-LUMO gap	7.81	eV
energy relative to the best compared isomer or geometry (same formula, charge and spin)	8.875	eV

Atoms and positions in Å:
H  -0.5269  0.6799  0.6746
H  0.7724  -0.1107  0.3524
H  3.5514  -3.4144  -0.4611
H  4.7505  -4.2426  -0.1077
H  4.0462  -1.7757  -1.7946
H  4.3383  -1.1376  -3.1168
H  1.2566  -1.7237  -1.7718
H  0.4063  -2.9031  -1.3298
H  2.1742  3.1670  -0.9142
H  2.4455  2.9751  -2.4776
H  -0.1462  -3.2228  1.9316
H  0.1192  -1.7298  2.0574
H  -4.0439  1.7539  -1.2511
H  -3.3594  1.8230  -2.6008
H  -3.0557  2.2026  2.0478
H  -2.0669  1.6016  1.1934
H  -2.5757  -1.0159  -3.3107
H  -3.0963  -1.0580  -4.7295
H  -0.8143  -2.2356  3.5941
H  -0.0446  -3.4479  4.0930
H  -1.9781  -4.6803  -2.0336
H  -1.3234  -3.2828  -1.7975
H  -0.6436  5.3122  1.3218
H  -1.7079  4.2375  1.1369
H  -2.9915  1.4531  3.8173
H  -2.9171  2.8955  3.9254
H  0.1356  3.5226  -0.3876
H  -0.5611  4.9465  -0.3551
H  3.9216  0.0413  0.2945
H  3.9674  -0.7529  1.5541
O  -0.1975  -0.2002  0.2591
O  4.2618  -3.5080  0.2580
O  3.8052  -1.0112  -2.2698
O  0.4326  -2.1731  -1.9545
O  2.8450  2.8603  -1.6293
O  -0.5642  -2.3766  1.8486
O  -4.0546  2.2344  -2.0770
O  -2.1795  1.9829  2.1084
O  -3.3874  -1.1542  -3.7974
O  0.0615  -2.6363  3.5328
O  -1.2161  -4.1745  -1.5600
O  -1.1827  4.6849  1.8448
O  -2.4211  2.0954  4.1347
O  0.0351  4.3304  -0.8686
O  3.7291  -0.8319  0.6157

Cartesian forces (eV/Å) of the 2 atoms listed first:
1.023 -2.347 -0.953
-0.498 -0.153 -0.190


# 2
Formula: H30O15
Source: the OMol25 dataset
Level of theory: ωB97M-V/def2-TZVPD

F_max	3.19	eV Å⁻¹
spin multiplicity	1
highest occupied orbital energy	-9.890	eV
HOMO-LUMO gap	9.25	eV
energy relative to the best compared isomer or geometry (same formula, charge and spin)	1.861	eV

Atoms and positions in Å:
O  1.6161  -0.8479  1.9975
H  0.7925  -0.5417  1.6229
H  1.6573  -0.6797  2.9381
O  -0.7625  -3.3113  -1.6756
H  -0.0179  -2.7186  -1.5227
H  -0.6497  -4.0827  -1.1323
O  -1.7782  0.2230  -2.1844
H  -2.0778  -0.3816  -1.4778
H  -1.2539  -0.2656  -2.8436
O  -0.3903  1.8453  2.7337
H  0.0689  2.0973  1.9390
H  -1.0238  2.5309  2.8796
O  -1.4973  -2.3868  1.5896
H  -1.3057  -1.7949  2.2922
H  -0.6449  -2.6297  1.2735
O  3.3679  -1.1073  -0.2865
H  3.9760  -0.8506  0.3503
H  2.9817  -0.2148  -0.5568
O  -0.1912  0.0216  0.3434
H  0.2271  -0.1932  -0.4829
H  -0.5494  0.9074  0.1804
O  0.9025  -1.2356  -1.7757
H  1.8063  -1.5166  -1.6491
H  0.9296  -0.9847  -2.7036
O  2.5695  1.2182  -1.0994
H  3.3915  1.7261  -1.1850
H  2.3042  1.4879  -0.2040
O  0.8741  -3.1601  0.7086
H  1.4635  -3.4471  -0.0227
H  1.1492  -2.2302  0.8725
O  1.4455  2.8326  0.8040
H  1.9321  3.4083  0.2609
H  2.0607  2.6590  1.5457
O  -2.9459  -1.3418  -0.4104
H  -2.0905  -1.6191  -0.1456
H  -3.0617  -0.5994  0.1675
O  -3.4824  0.7744  1.1674
H  -2.7784  1.3779  0.9926
H  -4.1877  0.9867  0.4994
O  -1.7568  2.6125  0.3089
H  -1.9696  2.7348  -0.6018
H  -2.1765  3.3233  0.7602
O  0.2962  2.1380  -2.2615
H  -0.3357  1.4022  -2.1301
H  1.1156  1.8335  -1.8765

Cartesian forces (eV/Å) of the 2 atoms listed first:
1.408 -0.319 0.329
-0.931 0.964 -0.032


# 3
Formula: H30O15
Source: the OMol25 dataset
Level of theory: ωB97M-V/def2-TZVPD

F_max	10.09	eV Å⁻¹
spin multiplicity	1
highest occupied orbital energy	-7.806	eV
HOMO-LUMO gap	6.82	eV
energy relative to the best compared isomer or geometry (same formula, charge and spin)	8.056	eV

Atoms and positions in Å:
H  -1.0219  0.5674  -0.8553
H  -1.0449  -0.4278  0.2933
H  0.9401  -0.8986  3.4004
H  2.2529  -0.3521  2.8640
H  2.9466  3.4128  -3.3977
H  1.9579  2.4701  -2.7315
H  -1.6736  -2.8223  -2.2383
H  -1.5426  -1.7708  -1.1487
H  -0.6757  -4.7706  -1.2572
H  0.5081  -3.8448  -1.0300
H  2.4076  -1.8658  0.1501
H  1.4415  -2.0891  1.3020
H  -3.6122  2.3168  1.1858
H  -3.0305  2.1481  2.5798
H  -3.5810  0.6208  3.9465
H  -2.3164  0.0028  3.3731
H  2.1306  -0.7817  -2.8260
H  1.9348  0.1055  -1.6075
H  3.1785  -0.1018  0.2506
H  3.8931  1.2204  0.0248
H  -2.5714  -2.3273  2.7763
H  -1.3535  -2.5465  3.6587
H  0.3001  -0.9244  -3.1943
H  0.0802  -2.0786  -2.2302
H  -0.5546  2.6013  2.1587
H  -0.8288  1.1101  2.0527
H  -1.9427  2.7092  -3.0079
H  -2.5466  3.7578  -3.9277
H  1.9733  2.1377  -0.7386
H  1.9901  3.4213  0.0751
O  -0.8981  -0.3678  -0.6574
O  1.7599  -0.4777  3.6826
O  2.7733  2.9568  -2.5664
O  -1.9226  -1.9166  -2.0224
O  0.2880  -4.7568  -1.2510
O  1.9702  -2.5637  0.6506
O  -3.8370  2.0084  2.0708
O  -2.6602  0.8226  3.7454
O  1.7200  -0.7679  -1.9542
O  4.0584  0.2799  0.1555
O  -2.2384  -2.1644  3.6660
O  -0.3932  -1.4761  -2.8150
O  -0.5968  1.8797  1.5210
O  -2.2169  2.8521  -3.9208
O  2.5543  2.6918  -0.2054

Cartesian forces (eV/Å) of the 2 atoms listed first:
-0.100 -0.107 -0.029
-0.030 0.350 0.051


# 4
Formula: H30O15
Source: the OMol25 dataset
Level of theory: ωB97M-V/def2-TZVPD

F_max	8.01	eV Å⁻¹
spin multiplicity	1
highest occupied orbital energy	-7.954	eV
HOMO-LUMO gap	7.71	eV
energy relative to the best compared isomer or geometry (same formula, charge and spin)	8.806	eV

Atoms and positions in Å:
H  -0.0705  0.1366  -0.3506
H  -1.2400  0.9683  -0.8511
H  4.0933  0.1220  -1.5130
H  4.8999  0.7987  -0.4169
H  -0.4021  -3.9870  -2.4467
H  -0.8130  -3.2912  -1.1595
H  -4.1451  -2.4086  -1.1037
H  -3.0605  -3.4232  -0.7809
H  2.0906  -3.5177  1.2370
H  0.8869  -3.0350  0.4446
H  -5.8294  0.7258  -1.2893
H  -4.8638  1.8940  -1.1759
H  1.4379  0.5658  -0.9525
H  0.8105  -0.6982  -1.5171
H  -1.0294  5.2300  -1.8570
H  -0.7796  4.0287  -0.9601
H  1.4146  0.9584  1.2395
H  0.3570  1.8670  1.8445
H  0.3318  4.0593  1.4192
H  0.9680  4.4277  0.0889
H  -3.4814  0.9406  0.4617
H  -2.6144  2.0981  0.9290
H  5.0841  2.0237  1.5021
H  3.8456  1.1565  1.3464
H  -2.5291  -1.7692  2.2151
H  -2.8174  -1.5878  3.6964
H  3.1974  -1.3362  -2.3217
H  2.2519  -1.8276  -3.4056
H  1.9050  -3.0782  2.8989
H  0.4172  -2.8483  3.1079
O  -0.4392  1.0265  -0.3179
O  4.7432  -0.0603  -0.8250
O  -0.1364  -3.2817  -1.8458
O  -3.9453  -3.1468  -0.5170
O  1.7192  -3.5112  0.3476
O  -5.0595  1.0302  -0.7958
O  1.1764  0.1529  -1.7832
O  -1.4892  4.5562  -1.3437
O  0.4678  1.1383  1.2235
O  1.0998  3.8742  0.8669
O  -3.1484  1.8012  0.1836
O  4.1308  2.0279  1.6438
O  -2.9595  -1.1728  2.8381
O  2.3277  -1.1718  -2.7033
O  1.1967  -2.4561  2.6984

Cartesian forces (eV/Å) of the 2 atoms listed first:
-0.873 0.683 0.178
-0.360 -0.047 -0.826


# 5
Formula: H30O19S
Source: the OMol25 dataset
Level of theory: ωB97M-V/def2-TZVPD

F_max	3.20	eV Å⁻¹
spin multiplicity	1
highest occupied orbital energy	-4.538	eV
HOMO-LUMO gap	9.65	eV
energy relative to the best compared isomer or geometry (same formula, charge and spin)	3.182	eV
net charge	-2

Atoms and positions in Å:
S  -0.0209  -0.2727  0.1187
O  -1.2869  -0.2187  -0.5943
O  1.0101  0.3763  -0.6903
O  -0.1279  0.4253  1.3847
O  0.4521  -1.5977  0.4407
O  0.4301  3.9353  -1.1163
H  0.7731  4.8143  -1.2803
H  1.1251  3.3433  -0.8673
O  -3.6849  -1.1447  -0.7703
H  -4.3559  -0.4547  -0.9363
H  -2.9019  -0.6227  -0.6523
O  -1.9329  -2.6357  1.6917
H  -2.4549  -1.8587  1.7167
H  -1.0369  -2.3387  1.5157
O  0.0751  -3.9017  -0.3633
H  -0.7599  -4.0577  -0.7523
H  0.0791  -2.9927  -0.0943
O  -0.4209  -1.6047  -2.8823
H  -0.5849  -0.9757  -3.5963
H  -1.1389  -1.3487  -2.2473
O  2.3631  0.6003  2.2817
H  2.7151  1.5043  2.2387
H  1.4481  0.7703  2.1557
O  2.7331  2.2653  -0.3013
H  2.1611  1.4843  -0.4463
H  2.5801  2.7343  0.5447
O  0.8301  -2.1427  2.8197
H  0.6221  -1.8887  1.9237
H  0.0721  -2.1687  3.3787
O  -1.3919  0.7963  3.6317
H  -1.2599  -0.0537  4.0917
H  -0.8979  0.7313  2.7987
O  -1.8759  0.8193  -2.7853
H  -1.7249  0.4053  -1.9273
H  -1.0899  1.2423  -3.0323
O  0.7301  1.5053  -3.0453
H  0.7861  1.0753  -2.1883
H  1.0891  0.9003  -3.6753
O  2.7521  -2.8277  0.4907
H  3.3691  -2.1267  0.6587
H  1.8231  -2.4567  0.5337
O  -2.8399  1.4893  0.4337
H  -3.3379  0.8873  1.0107
H  -2.2629  0.9313  -0.1043
O  -0.4079  2.9553  1.4557
H  -0.4189  1.9943  1.5427
H  -0.5089  3.3093  0.5457
O  3.1671  -0.3077  -1.8903
H  3.2261  -1.2567  -1.6853
H  2.3121  -0.0427  -1.4793

Cartesian forces (eV/Å) of the 2 atoms listed first:
1.728 1.906 0.403
0.095 -1.424 0.251


Which of these has the highest energy relative to the best compared isomer or geometry (same formula, charge and spin)? number 1


Copy entry 5 word for word.
Formula: H30O19S
Source: the OMol25 dataset
Level of theory: ωB97M-V/def2-TZVPD

F_max	3.20	eV Å⁻¹
spin multiplicity	1
highest occupied orbital energy	-4.538	eV
HOMO-LUMO gap	9.65	eV
energy relative to the best compared isomer or geometry (same formula, charge and spin)	3.182	eV
net charge	-2

Atoms and positions in Å:
S  -0.0209  -0.2727  0.1187
O  -1.2869  -0.2187  -0.5943
O  1.0101  0.3763  -0.6903
O  -0.1279  0.4253  1.3847
O  0.4521  -1.5977  0.4407
O  0.4301  3.9353  -1.1163
H  0.7731  4.8143  -1.2803
H  1.1251  3.3433  -0.8673
O  -3.6849  -1.1447  -0.7703
H  -4.3559  -0.4547  -0.9363
H  -2.9019  -0.6227  -0.6523
O  -1.9329  -2.6357  1.6917
H  -2.4549  -1.8587  1.7167
H  -1.0369  -2.3387  1.5157
O  0.0751  -3.9017  -0.3633
H  -0.7599  -4.0577  -0.7523
H  0.0791  -2.9927  -0.0943
O  -0.4209  -1.6047  -2.8823
H  -0.5849  -0.9757  -3.5963
H  -1.1389  -1.3487  -2.2473
O  2.3631  0.6003  2.2817
H  2.7151  1.5043  2.2387
H  1.4481  0.7703  2.1557
O  2.7331  2.2653  -0.3013
H  2.1611  1.4843  -0.4463
H  2.5801  2.7343  0.5447
O  0.8301  -2.1427  2.8197
H  0.6221  -1.8887  1.9237
H  0.0721  -2.1687  3.3787
O  -1.3919  0.7963  3.6317
H  -1.2599  -0.0537  4.0917
H  -0.8979  0.7313  2.7987
O  -1.8759  0.8193  -2.7853
H  -1.7249  0.4053  -1.9273
H  -1.0899  1.2423  -3.0323
O  0.7301  1.5053  -3.0453
H  0.7861  1.0753  -2.1883
H  1.0891  0.9003  -3.6753
O  2.7521  -2.8277  0.4907
H  3.3691  -2.1267  0.6587
H  1.8231  -2.4567  0.5337
O  -2.8399  1.4893  0.4337
H  -3.3379  0.8873  1.0107
H  -2.2629  0.9313  -0.1043
O  -0.4079  2.9553  1.4557
H  -0.4189  1.9943  1.5427
H  -0.5089  3.3093  0.5457
O  3.1671  -0.3077  -1.8903
H  3.2261  -1.2567  -1.6853
H  2.3121  -0.0427  -1.4793

Cartesian forces (eV/Å) of the 2 atoms listed first:
1.728 1.906 0.403
0.095 -1.424 0.251


What is the formula in the fourth record? H30O15